a) Here is one molecule with the formula C21H27N3O2 from the OMol25 dataset. Energies are from the ωB97M-V functional and the def2-TZVPD basis.

Calculated values
Highest occupied orbital energy, eV: -7.86
SMILES: CCCCNC(=O)c1cn(CC(C)C)c(=O)c2c1c1ccccc1n2C
Lowest unoccupied orbital energy, hartree: -0.0093
HOMO-LUMO gap, hartree: 0.2798

Each atom is followed by the atoms it is bonded to, with distances in Å.
Cartesian coordinates (Å):
1 C 3.155 1.716 1.100  C2 1.440, H51 1.177, H52 1.184, H53 1.143
2 C 3.480 1.551 2.493  C1 1.440, C3 1.453, H49 1.107, H50 1.288
3 C 2.525 2.137 3.419  C2 1.453, C4 1.471, H47 1.307, H48 1.099
4 C 1.430 1.277 3.893  C3 1.471, N5 1.330, H45 0.935, H46 1.039
5 N 0.635 1.183 2.832  C4 1.330, C6 1.553, H44 0.830
6 C 0.588 -0.264 2.269  N5 1.553, O7 1.311, C8 1.634
7 O 1.161 -1.321 2.793  C6 1.311
8 C -0.243 -0.182 0.864  C6 1.634, C9 1.331, C14 1.445
9 C -1.493 0.268 0.926  C8 1.331, N10 1.374, H43 1.170
10 N -2.450 0.263 -0.061  C9 1.374, C11 1.635, C30 1.450
11 C -2.005 -0.376 -1.498  N10 1.635, O12 1.163, C13 1.326
12 O -2.727 -0.181 -2.390  C11 1.163
13 C -0.703 -0.554 -1.315  C11 1.326, C14 1.289, N21 1.549
14 C 0.115 -0.852 -0.365  C8 1.445, C13 1.289, C15 1.438
15 C 1.427 -1.235 -0.812  C14 1.438, C16 1.501, C20 1.424
16 C 2.618 -1.748 -0.056  C15 1.501, C17 1.232, H29 1.079
17 C 3.538 -2.138 -0.778  C16 1.232, C18 1.474, H28 1.054
18 C 3.406 -2.496 -2.202  C17 1.474, C19 1.578, H27 0.982
19 C 2.126 -2.152 -3.058  C18 1.578, C20 1.398, H26 0.981
20 C 1.175 -1.746 -2.117  C15 1.424, C19 1.398, N21 1.371
21 N -0.005 -1.192 -2.542  C13 1.549, C20 1.371, C22 1.446
22 C -0.568 -1.603 -3.809  N21 1.446, H23 1.029, H24 1.051, H25 1.240
23 H -0.644 -2.554 -4.196  C22 1.029
24 H -0.033 -1.009 -4.492  C22 1.051
25 H -1.563 -0.916 -4.086  C22 1.240
26 H 1.979 -2.365 -4.004  C19 0.981
27 H 4.194 -2.778 -2.715  C18 0.982
28 H 4.523 -2.487 -0.646  C17 1.054
29 H 2.774 -1.566 0.996  C16 1.079
30 C -3.812 0.730 0.113  N10 1.450, H31 0.898, H32 1.014, C33 1.563
31 H -4.056 0.659 0.974  C30 0.898
32 H -4.342 0.250 -0.607  C30 1.014
33 C -3.888 2.186 -0.451  C30 1.563, C34 1.517, C38 1.478, H42 1.038
34 C -5.282 2.750 -0.253  C33 1.517, H35 1.140, H36 1.036, H37 0.901
35 H -5.907 2.059 -0.909  C34 1.140
36 H -5.447 3.567 -0.867  C34 1.036
37 H -5.642 2.767 0.574  C34 0.901
38 C -3.049 2.906 0.531  C33 1.478, H39 1.304, H40 1.259, H41 1.121
39 H -3.038 4.115 0.042  C38 1.304
40 H -1.838 2.659 0.296  C38 1.259
41 H -3.388 3.034 1.591  C38 1.121
42 H -3.468 1.980 -1.378  C33 1.038
43 H -1.916 0.572 1.973  C9 1.170
44 H 0.217 1.794 2.456  N5 0.830
45 H 1.010 1.686 4.621  C4 0.935
46 H 1.684 0.336 4.254  C4 1.039
47 H 3.109 2.359 4.567  C3 1.307
48 H 2.160 3.165 3.283  C3 1.099
49 H 3.687 0.465 2.549  C2 1.107
50 H 4.731 1.799 2.677  C2 1.288
51 H 3.975 1.379 0.326  C1 1.177
52 H 3.154 2.866 0.817  C1 1.184
53 H 2.137 1.407 0.680  C1 1.143

b) Here is one molecule with the formula C21H27N3O2 from the OMol25 dataset. Energies are from the ωB97M-V functional and the def2-TZVPD basis.

Calculated values
Highest occupied orbital energy, eV: -7.74
SMILES: CCC(CC)C(=O)c1c[nH]c(C(=O)N2CCN(c3ccccc3)CC2)c1
Lowest unoccupied orbital energy, hartree: 0.0242
HOMO-LUMO gap, hartree: 0.3088

Each atom is followed by the atoms it is bonded to, with distances in Å.
Cartesian coordinates (Å):
1 C -5.002 -0.674 -2.168  H2 1.087, H3 1.087, C4 1.524, H53 1.088
2 H -5.350 0.353 -2.095  C1 1.087
3 H -3.916 -0.671 -2.218  C1 1.087
4 C -5.489 -1.516 -0.995  C1 1.524, H5 1.092, H6 1.092, C7 1.542
5 H -5.163 -2.547 -1.147  C4 1.092
6 H -6.581 -1.511 -0.978  C4 1.092
7 C -4.977 -1.063 0.387  C4 1.542, C8 1.524, C45 1.532, H52 1.098
8 C -3.457 -1.169 0.404  C7 1.524, O9 1.216, C10 1.465
9 O -2.946 -2.257 0.589  C8 1.216
10 C -2.607 0.008 0.207  C8 1.465, C11 1.387, C14 1.419
11 C -2.868 1.275 -0.294  C10 1.387, N12 1.340, H44 1.070
12 N -1.721 1.969 -0.294  C11 1.340, C13 1.370, H43 1.010
13 C -0.692 1.204 0.187  N12 1.370, C14 1.375, C16 1.473
14 C -1.222 -0.022 0.513  C10 1.419, C13 1.375, H15 1.071
15 H -0.735 -0.862 0.966  C14 1.071
16 C 0.600 1.893 0.352  C13 1.473, O17 1.228, N18 1.353
17 O 0.604 3.118 0.431  C16 1.228
18 N 1.736 1.165 0.446  C16 1.353, C19 1.444, C37 1.449
19 C 1.917 -0.202 0.018  N18 1.444, H20 1.087, H21 1.096, C22 1.542
20 H 0.968 -0.626 -0.301  C19 1.087
21 H 2.315 -0.786 0.856  C19 1.096
22 C 2.907 -0.232 -1.163  C19 1.542, N23 1.442, H41 1.089, H42 1.097
23 N 4.162 0.408 -0.854  C22 1.442, C24 1.392, C35 1.448
24 C 5.209 -0.309 -0.281  N23 1.392, C25 1.398, C29 1.400
25 C 5.079 -1.637 0.135  C24 1.398, C26 1.383, H34 1.079
26 C 6.164 -2.333 0.637  C25 1.383, C27 1.383, H33 1.081
27 C 7.403 -1.731 0.748  C26 1.383, C28 1.385, H32 1.079
28 C 7.548 -0.418 0.332  C27 1.385, C29 1.379, H31 1.080
29 C 6.474 0.280 -0.179  C24 1.400, C28 1.379, H30 1.079
30 H 6.627 1.291 -0.526  C29 1.079
31 H 8.512 0.066 0.396  C28 1.080
32 H 8.245 -2.277 1.147  C27 1.079
33 H 6.030 -3.358 0.954  C26 1.081
34 H 4.129 -2.145 0.079  C25 1.079
35 C 3.933 1.784 -0.466  N23 1.448, H36 1.088, C37 1.535, H40 1.095
36 H 4.868 2.275 -0.208  C35 1.088
37 C 2.983 1.844 0.738  N18 1.449, C35 1.535, H38 1.091, H39 1.096
38 H 2.748 2.879 0.992  C37 1.091
39 H 3.455 1.350 1.595  C37 1.096
40 H 3.481 2.312 -1.312  C35 1.095
41 H 3.078 -1.257 -1.491  C22 1.089
42 H 2.459 0.320 -1.998  C22 1.097
43 H -1.586 2.936 -0.553  N12 1.010
44 H -3.772 1.703 -0.673  C11 1.070
45 C -5.570 0.269 0.855  C7 1.532, C46 1.526, H50 1.092, H51 1.090
46 C -6.921 0.070 1.537  C45 1.526, H47 1.088, H48 1.088, H49 1.088
47 H -6.816 -0.558 2.419  C46 1.088
48 H -7.334 1.027 1.846  C46 1.088
49 H -7.629 -0.404 0.861  C46 1.088
50 H -4.885 0.744 1.561  C45 1.092
51 H -5.707 0.945 0.012  C45 1.090
52 H -5.303 -1.836 1.095  C7 1.098
53 H -5.386 -1.088 -3.098  C1 1.088

Most stable one: b), least stable one: a).